Entry 1:
Here is an isolated molecule of C3H6O2S2 at a distorted geometry from OMol25. Energies are from ωB97M-V/def2-TZVPD.

Last column: natural (NBO) charge in e.
Atoms and positions in Å:
C (0.65779, 0.44530, 0.00175)  0.640
C (2.93378, 0.99092, 0.06533)  -0.262
C (-3.04969, -1.34959, -0.04038)  -0.742
O (0.58841, -0.35881, 0.86341)  -0.577
O (1.64199, 1.20360, -0.42328)  -0.497
S (-0.80917, 0.81304, -0.93180)  0.058
S (-2.48236, 0.34623, 0.23569)  0.117
H (3.45121, 0.26832, -0.42396)  0.185
H (2.99589, 0.73752, 1.16257)  0.200
H (3.50570, 1.93347, -0.01771)  0.199
H (-2.49141, -2.17750, 0.45548)  0.229
H (-2.91130, -1.54662, -1.17400)  0.228
H (-4.03084, -1.30587, 0.22690)  0.221

Results
Energy above the lowest of the compared OMol25 structures with the same formula, charge and spin = 1.176 eV
Structure (SMILES) = COC(=O)SSC
Spin multiplicity = 1
E_HOMO = -9.148 eV
Kohn-Sham gap = 0.3588 Eh

Entry 2:
Here is a cluster of 2 separate species, C4H8O2 in total from OMol25. Energies are from ωB97M-V/def2-TZVPD.

Last column: natural (NBO) charge in e.
Atoms and positions in Å:
C (1.53342, 0.81591, -0.06726)  -0.653
C (0.73854, -0.33945, -0.60938)  -0.310
O (-0.89123, -1.92389, 1.99111)  -0.516
C (-1.34149, -0.89411, 1.55876)  0.282
C (-0.45311, -0.26413, -1.20438)  0.133
O (-1.19773, 0.85357, -1.42575)  -0.682
H (0.92993, 1.72157, 0.07923)  0.190
H (1.96441, 0.56473, 0.90778)  0.228
H (2.36474, 1.08223, -0.73132)  0.225
H (1.16197, -1.33330, -0.49649)  0.222
H (-0.90905, 0.09667, 1.80647)  0.104
H (-2.23091, -0.86223, 0.89836)  0.112
H (-0.97606, -1.14714, -1.56059)  0.189
H (-0.69344, 1.62956, -1.14656)  0.475

Results
Energy above the lowest of the compared OMol25 structures with the same formula, charge and spin = 2.255 eV
Structure (SMILES) = C/C=C\O.C=O
Spin multiplicity = 1
E_HOMO = -9.007 eV
Kohn-Sham gap = 0.3557 Eh

Entry 3:
Here is a structure of composition C27H27BaCl5F6N5O3P2S8 at a distorted geometry from OMol25. Energies are from ωB97M-V/def2-TZVPD.

Last column: Mulliken spin population.
Atoms and positions in Å:
Ba (-0.23351, -0.65864, -0.08321)  0.005
N (-3.43109, 0.61947, -1.89783)  0.000
C (-3.74979, -0.16484, -0.87023)  -0.006
N (-2.92945, -0.63831, 0.02884)  0.009
C (-3.59044, -1.35671, 1.00113)  0.009
C (-4.93604, -1.43053, 0.85085)  -0.008
S (-5.43782, -0.57456, -0.56278)  0.001
C (-2.83716, -1.97282, 2.08694)  -0.004
C (-3.38444, -2.57361, 3.17293)  0.000
S (-2.15175, -3.16060, 4.22910)  0.000
C (-0.94913, -2.53555, 3.11167)  -0.008
N (-1.45596, -1.96882, 2.05688)  0.003
N (0.36357, -2.59599, 3.41031)  0.002
H (-2.45642, 0.80650, -2.11980)  0.004
H (-4.07620, 0.81066, -2.64682)  -0.001
H (-5.65824, -1.93872, 1.46740)  0.000
H (-4.42101, -2.71222, 3.42874)  0.000
H (0.67306, -3.28991, 4.06583)  0.000
H (0.98470, -2.37087, 2.63091)  0.000
O (0.19132, 6.65366, 3.01720)  0.024
C (0.16554, 5.54623, 2.53234)  0.015
S (-0.93635, 4.27266, 3.05612)  0.008
C (-0.41692, 2.99637, 1.93854)  0.135
C (0.59248, 3.36134, 1.05160)  0.075
S (1.25828, 2.42086, -0.15526)  0.422
S (1.22702, 5.01265, 1.23716)  -0.005
S (-1.16592, 1.50361, 2.10398)  0.304
Cl (0.81300, -4.41590, -0.03016)  0.000
C (2.15318, -3.50986, 0.60223)  0.003
C (1.94550, -2.16001, 0.87615)  0.000
C (3.04215, -1.51977, 1.44873)  -0.009
Cl (2.85333, 0.14878, 1.88004)  -0.002
C (4.25940, -2.14026, 1.72399)  0.000
Cl (5.55808, -1.28392, 2.47389)  0.000
C (4.42216, -3.48304, 1.39549)  0.000
Cl (5.92028, -4.27916, 1.70114)  0.000
C (3.35601, -4.17672, 0.82905)  0.001
Cl (3.54767, -5.84954, 0.42614)  0.000
N (1.75049, -0.33196, -2.22036)  -0.001
C (3.10455, -0.57489, -1.94900)  -0.013
C (3.61986, -1.86187, -2.12399)  0.001
C (4.93947, -2.14012, -1.81229)  0.000
C (5.77600, -1.14453, -1.32748)  0.000
C (5.27044, 0.13672, -1.15592)  -0.006
C (3.95186, 0.42358, -1.46580)  0.012
H (1.51405, 0.63899, -2.39674)  -0.001
H (1.36869, -0.93860, -2.93615)  0.000
H (2.96367, -2.64510, -2.48959)  0.000
H (5.31790, -3.14875, -1.93436)  0.000
H (6.80640, -1.36658, -1.07830)  0.000
H (5.90499, 0.92092, -0.76082)  0.000
H (3.56130, 1.42171, -1.32046)  0.005
F (-0.97546, -2.20558, -1.34495)  0.002
P (-1.31549, -2.64108, -2.93572)  0.000
F (-1.45522, -4.16415, -2.44619)  0.000
F (-1.61131, -3.04457, -4.45397)  0.000
F (-2.87194, -2.39327, -2.63478)  0.000
F (-1.13402, -1.08319, -3.32985)  0.000
F (0.27852, -2.85702, -3.14744)  0.000
C (-1.77473, 5.42753, -0.99334)  0.012
C (-2.84268, 5.15812, -2.03931)  0.002
C (-3.86493, 4.15252, -1.52850)  -0.005
O (-2.20832, 4.81410, -3.29122)  0.000
P (-1.84511, 3.33397, -3.87880)  0.008
S (-3.41140, 2.46737, -4.70255)  0.008
S (-0.75822, 2.28540, -2.56437)  0.002
O (-0.94634, 3.82187, -5.12137)  0.000
C (0.15235, 4.74081, -5.19949)  0.000
C (-0.38368, 6.14946, -5.42728)  0.000
C (1.11686, 4.70305, -4.02375)  -0.004
H (-2.22979, 5.78236, -0.06552)  -0.002
H (-1.06307, 6.17406, -1.34971)  0.000
H (-1.23825, 4.50152, -0.79127)  -0.007
H (-3.36216, 6.09399, -2.27102)  0.000
H (-3.36906, 3.22756, -1.23452)  0.004
H (-4.60048, 3.92045, -2.29588)  0.000
H (-4.36968, 4.56174, -0.65026)  0.000
H (0.68351, 4.41856, -6.10048)  0.000
H (-0.86469, 6.51396, -4.52015)  0.000
H (-1.11935, 6.13636, -6.23239)  0.000
H (0.43377, 6.82173, -5.69783)  0.000
H (0.60572, 4.98850, -3.10440)  0.003
H (1.93288, 5.40553, -4.21260)  0.000
H (1.53360, 3.70809, -3.88533)  0.001

Results
Energy above the lowest of the compared OMol25 structures with the same formula, charge and spin = 1.339 eV
Total charge = -2
⟨S²⟩ = 0.768
Spin multiplicity = 2
E_HOMO (spin up / spin down) = -2.468 / -2.969 eV
Kohn-Sham gap (spin up / spin down) = 0.2162 / 0.2235 Eh

Entry 4:
Here is a cluster of 2 separate species, H4O2 in total at a distorted geometry from OMol25. Energies are from ωB97M-V/def2-TZVPD.

Last column: natural (NBO) charge in e.
Atoms and positions in Å:
H (-0.12460, 0.77371, -1.57927)  0.484
H (0.59537, 1.43373, -0.39618)  0.487
H (0.29282, -1.08088, 1.50201)  0.460
H (-0.46412, -0.60355, 0.17755)  0.491
O (0.28295, 0.59114, -0.71607)  -0.943
O (-0.58241, -1.11415, 1.01197)  -0.980

Results
Energy above the lowest of the compared OMol25 structures with the same formula, charge and spin = 0.249 eV
Structure (SMILES) = O.O
Spin multiplicity = 1
E_HOMO = -10.447 eV
Kohn-Sham gap = 0.4039 Eh